Molecular formula: C12H12BrO2
Method: DFT, ωB97M-V/def2-TZVPD

Properties
orbital gap (alpha / beta) = 5.68 / 5.68 eV
DFT total energy = -86764.6619 eV
F_max = 4.92 eV Å⁻¹

ORCA input file:
```
! RIJCOSX wB97M-V def2-TZVPD def2/J DEFGRID3
* xyz 1 1
C 0.8701 1.6136 3.7877
C 0.0460 2.7006 3.7153
C 0.8049 0.6596 2.8521
C -0.8118 2.8052 2.7070
C 0.5926 -0.0108 0.5440
C 0.1907 0.8194 1.6383
C -0.8742 1.7906 1.5872
C -1.0027 -0.8611 -2.6438
C 0.0552 -0.8026 -1.7950
C -0.0014 0.1167 -0.6877
C -1.3121 -1.9680 -3.5337
C 1.0726 -1.9871 -1.7887
O -1.7533 1.9249 0.7560
O 2.2997 -1.6867 -1.1196
Br -3.1575 -2.1203 -4.1038
H 1.3214 1.5415 4.7228
H 0.0687 3.5535 4.4343
H 1.5115 -0.2234 2.9604
H -1.7862 3.3970 2.5913
H 1.1836 -0.9173 0.6415
H -1.7962 -0.1401 -2.6294
H -0.5842 1.0771 -0.8757
H -0.6830 -1.8376 -4.4371
H -1.0769 -2.9228 -2.9872
H 0.5229 -3.0028 -1.6087
H 1.2984 -1.9794 -2.9211
H 3.0012 -1.5398 -1.8064
*
```

Here are the Löwdin charges for atoms 1 to 6, given in e: -0.0080 -0.0630 -0.0216 0.0570 0.0430 -0.0844

---

Molecular formula: C12H12ClNO6RhS2
Method: DFT, ωB97M-V/def2-TZVPD

Properties
orbital gap (alpha / beta) = 5.75 / 5.97 eV
DFT total energy = -63601.0472 eV
F_max = 1.55 eV Å⁻¹

ORCA input file:
```
! RIJCOSX wB97M-V def2-TZVPD def2/J DEFGRID3
* xyz 0 6
Rh 0.2425 0.7596 0.3287
O 2.1384 -0.0701 0.2201
N 2.7514 -0.2686 1.3910
C 4.1241 -0.0285 1.4170
C 4.7845 0.1113 2.5909
C 4.1059 0.0796 3.8382
C 2.7120 -0.0185 3.8056
C 2.0277 -0.1523 2.6209
S 0.3066 -0.1635 2.5599
H 4.5852 0.0364 0.4450
H 5.8549 0.2593 2.5686
H 4.6362 0.1744 4.7714
H 2.1370 0.0192 4.7194
O -0.0651 4.7467 0.4584
Cl 0.0498 3.3454 0.3965
O -0.9955 2.7052 1.1853
O 1.3070 2.8799 0.9337
O -0.0674 2.8634 -0.9592
C -4.3385 -0.5417 0.0271
S -2.9710 0.5686 0.4878
O -1.7749 -0.1553 -0.1145
C -3.3990 1.8586 -0.6915
C -4.0454 2.9951 -0.2302
C -4.2369 4.0588 -1.0949
C -3.7800 3.9762 -2.4036
C -3.1403 2.8322 -2.8538
C -2.9388 1.7654 -1.9918
H -4.3872 -0.6353 -1.0541
H -5.2568 -0.1155 0.4269
H -4.1394 -1.5096 0.4815
H -4.3593 3.0560 0.8042
H -4.7114 4.9634 -0.7405
H -3.8978 4.8193 -3.0707
H -2.7661 2.7824 -3.8669
H -2.3962 0.8857 -2.3131
*
```

Here are the Löwdin charges for atoms 1 to 6, given in e: 0.9674 -0.2405 -0.1874 -0.0587 -0.0759 -0.1060